Formula: C8H14FO5S
Source: the OMol25 dataset
Level of theory: the ωB97M-V functional and the def2-TZVPD basis

Geometry (Å):
F (-3.1206, 0.2165, 0.1096)
C (0.0057, -1.3361, -1.1545)
C (-0.8809, -2.6327, -1.4401)
C (-2.0718, -2.2266, -2.2724)
O (-1.7962, -2.8053, -3.5049)
C (-0.9454, -3.7495, -3.3658)
O (-0.6707, -4.5530, -4.2542)
O (-0.3312, -3.6546, -2.1666)
H (0.5777, -1.4813, -0.2969)
H (-0.6158, -0.4093, -0.7011)
H (0.6730, -0.9199, -2.0257)
H (-1.3155, -3.0041, -0.5277)
H (-2.4939, -1.1419, -2.3726)
H (-2.7539, -2.8195, -1.9555)
C (1.0845, 1.9136, 0.3705)
C (-0.1585, 2.1600, 1.3149)
C (0.3028, 2.7383, 2.6327)
S (1.8054, 1.9420, 3.0142)
O (1.6555, 0.8333, 3.8525)
O (2.8799, 2.9411, 3.2028)
C (2.0523, 1.3503, 1.3776)
H (1.4440, 2.8908, 0.0386)
H (0.8570, 1.1372, -0.3475)
H (-0.7870, 1.1876, 1.4895)
H (-0.7482, 2.8631, 0.7091)
H (-0.3848, 2.6912, 3.4140)
H (0.8016, 3.7296, 2.5718)
H (1.9843, 0.2719, 1.2941)
H (2.9508, 1.8672, 0.9936)

The value obtained for the HOMO-LUMO gap is 7.409 eV. The total charge is -1. As for the relative energy (zero: lowest compared OMol25 entry of this formula, charge and spin): 17.1 kcal/mol. The calculation puts the HOMO energy at -4.5 eV. The multiplicity is 1. The calculation puts the LUMO energy at 2.88 eV. Its calculated total energy is -32311.513 eV. The molecular weight comes out at 241.260 g mol⁻¹.

Results of the Löwdin charge analysis, in e, for atoms 1 through 5: F -0.854; C -0.028; C -0.313; C -0.102; O 0.104